Record 1
Here is C31H29Cl3FN4O5SiV as an isolated structure at a distorted geometry from the Open Molecules 2025 dataset. Energies are from the ωB97M-V functional and the def2-TZVPD basis.

Computed properties:
HOMO level (alpha / beta)	-7.765 / -7.906	eV
LUMO energy (alpha / beta)	-0.063 / -0.097	eV
energy	-122669.25279	eV
multiplicity	3
molar mass	741.98	g/mol
charge	0

The geometry in XYZ format:
```
75
Properties=species:S:1:pos:R:3:forces:R:3
V -3.08144 -4.86295 19.32946 0.38 -2.54 -1.19
O -4.41573 -1.75708 21.23302 -0.08 -0.65 0.19
C -3.76473 -2.70267 20.84366 -0.04 1.17 -0.52
O -4.21559 -3.80456 20.29956 -0.96 1.14 1.17
C -2.26304 -2.55295 20.75719 0.97 1.25 0.65
C -1.61260 -1.33423 21.03409 1.81 -2.32 -2.00
C -0.21988 -1.30776 20.66980 -2.34 0.73 1.04
C 0.43469 -2.44758 20.32080 -0.28 -1.08 -0.12
C -0.28901 -3.63231 20.16333 0.22 1.00 0.16
N -1.60018 -3.62378 20.31673 -0.65 -0.77 -0.25
H -2.19575 -0.49337 21.25088 -0.53 1.12 0.56
H 0.33715 -0.39358 20.65956 0.01 0.51 0.26
H 1.48246 -2.37484 20.15092 0.63 -0.33 -0.25
H 0.14195 -4.57703 19.89659 0.30 -0.18 -0.28
C -5.21724 -5.23509 12.12021 -1.02 1.08 -1.52
C -6.37171 -4.97075 13.07712 1.43 -1.41 0.24
C -7.48273 -5.94942 12.72380 -0.31 1.64 -1.67
C -8.63154 -5.71527 13.69367 -0.76 -1.16 -1.00
C -8.19280 -5.98442 15.07991 1.61 1.07 0.02
C -9.00943 -6.45488 16.02945 0.25 -0.99 1.89
C -8.53059 -6.68501 17.35634 -1.29 0.38 -0.26
F -9.44413 -7.07787 18.27959 0.24 -0.28 -0.40
C -7.27202 -6.41457 17.75299 1.11 1.16 -0.89
C -6.40585 -5.80933 16.78587 -0.64 -1.42 -1.29
C -5.00940 -5.54085 17.14344 -0.96 1.12 -0.14
O -4.79552 -5.44272 18.35541 0.69 -0.37 0.99
C -4.12700 -5.19794 16.08040 -0.05 -0.38 0.78
C -4.67201 -5.07860 14.85710 1.36 1.03 -1.57
N -5.92659 -5.26035 14.46602 -1.13 0.09 0.88
C -6.85728 -5.66009 15.45396 0.64 -0.16 0.25
C -2.67258 -4.84618 16.25488 0.70 -0.37 0.93
O -1.88343 -4.72920 15.31972 -1.27 0.03 1.06
O -2.34963 -4.73974 17.54025 0.59 0.39 -0.99
H -5.76238 -5.08890 11.13751 1.13 -0.42 0.65
H -4.92078 -6.27185 12.24270 0.39 -0.02 -0.22
H -4.36478 -4.52440 12.11570 -0.57 -0.57 0.26
H -6.70356 -3.97097 12.97642 -0.40 1.21 0.22
H -6.96709 -6.90171 12.71935 -0.65 -0.66 0.09
H -7.80546 -5.67034 11.64520 0.44 -0.72 1.72
H -9.52832 -6.34154 13.45642 0.70 0.50 0.12
H -8.92282 -4.67144 13.56396 -0.16 0.04 0.15
H -9.97723 -6.78179 15.74244 -0.92 -0.06 0.14
H -6.85761 -6.55150 18.73764 -0.34 -0.07 0.18
H -3.93178 -4.68055 14.15307 -0.58 -0.37 -0.22
C -2.57645 -8.82545 22.01286 -0.40 1.11 -0.34
Si -2.87382 -6.96661 21.76912 -0.53 0.25 0.73
C -4.60557 -6.55326 22.59680 -0.19 -0.88 -2.61
C -1.46142 -5.88045 22.50573 0.85 -1.73 -1.97
N -2.95651 -6.67974 20.06160 0.18 1.37 -0.09
C -3.35857 -7.82111 19.34656 -1.46 0.29 0.12
C -4.70197 -8.32376 19.43155 2.01 -0.65 -0.94
C -4.94416 -9.56678 18.86820 0.11 -0.81 0.24
C -3.87944 -10.32388 18.31183 -0.46 0.79 0.08
C -2.60328 -9.77908 18.16995 -1.28 0.23 0.15
C -2.38154 -8.48596 18.62412 -0.01 -0.21 -0.22
H -3.49186 -9.34923 21.81739 -0.57 -0.30 -0.45
H -2.38145 -9.04357 23.02382 0.52 -0.17 1.51
H -1.79708 -9.24935 21.41084 0.45 -0.11 -0.41
H -4.57767 -6.52679 23.63547 0.09 -0.38 2.06
H -5.39983 -7.28450 22.23668 1.09 0.48 0.62
H -5.05094 -5.60126 22.32444 0.37 0.43 -0.39
H -0.98827 -6.42265 23.33739 -0.03 0.36 -0.21
H -1.81607 -4.93777 22.79488 -0.50 1.37 0.72
H -0.70482 -5.68318 21.65830 -0.98 -0.62 1.49
H -5.48514 -7.78374 19.91264 -0.18 0.41 0.37
H -5.95606 -10.00972 18.97693 0.78 0.26 -0.30
H -4.06233 -11.30100 17.90889 -0.18 -0.37 0.02
H -1.84768 -10.37460 17.70399 0.46 -0.07 -0.27
H -1.46838 -7.93237 18.43714 0.19 -0.30 0.25
Cl -3.68934 4.16399 17.89529 -0.17 -0.25 -0.18
C -2.76141 2.68735 17.56358 0.59 0.15 1.04
Cl -1.59357 3.00460 16.26110 -0.42 -0.27 -0.13
Cl -3.81472 1.27363 17.27962 0.43 0.64 -0.09
C -1.92401 2.41912 18.77162 0.57 -0.99 0.16
N -1.18707 2.04975 19.58518 -0.99 0.65 -0.77
```
Positions in Å, forces in eV/Å.

Record 2
Here is a 3-piece molecular cluster, C30H51F10N3O10P2S3 overall at a distorted geometry from the Open Molecules 2025 dataset. Energies are from the ωB97M-V functional and the def2-TZVPD basis.

Computed properties:
HOMO level	-9.513	eV
SMILES string	CC(=O)N(C)[C@@]1(S)[C@](S)(c2ccncc2)NC(=O)[C@@]1(F)CCCCC(F)(F)C(F)(F)S(F)(F)(F)(F)F.CCOP(=O)(OCC)OCC.CCOP(=O)(OCC)OCC
LUMO energy	0.100	eV
energy	-135140.98139	eV
multiplicity	1
molar mass	961.88	g/mol
charge	0

The geometry in XYZ format:
```
109
Properties=species:S:1:pos:R:3:forces:R:3
C -7.56213 3.73522 -0.85523 0.70 0.25 0.27
C -7.64294 3.50789 0.64011 -0.53 0.08 -0.57
O -8.29742 4.28742 1.27333 0.00 0.40 0.68
N -6.90135 2.45920 1.29394 -0.78 0.06 -0.60
C -6.48987 2.93278 2.61948 0.53 -0.03 0.18
C -7.55369 1.14971 1.32022 1.33 -0.69 1.10
S -8.70971 0.88718 2.78505 -1.14 0.24 -0.22
C -6.52404 -0.00913 1.53407 0.84 -1.41 0.01
F -6.24476 -0.32674 2.87165 -0.11 0.72 0.18
C -5.13200 -0.00475 0.90141 0.90 0.45 -0.20
C -4.14071 1.04258 1.42711 -0.32 0.02 0.44
C -2.66399 0.72967 1.12159 -0.80 -0.23 0.23
C -2.35665 0.18806 -0.28208 0.64 0.37 0.12
C -1.74580 1.20913 -1.26381 -1.04 -1.74 1.62
F -1.33421 0.48321 -2.32712 0.26 0.71 -0.37
F -0.69193 1.76763 -0.61969 -0.17 0.38 -0.75
C -2.81712 2.26125 -1.64823 -0.05 0.70 -0.21
F -3.01808 3.09564 -0.62428 0.36 -0.07 0.11
F -3.99979 1.65618 -1.85800 0.27 -0.40 -0.26
S -2.48616 3.32289 -3.19066 -0.54 1.25 0.00
F -2.29099 4.63922 -2.31626 0.15 -0.11 -0.01
F -0.92820 3.08551 -3.10237 -0.01 -0.49 -0.15
F -2.71080 2.06654 -4.11726 0.20 -0.25 0.15
F -4.04090 3.67768 -3.26441 0.02 -0.21 -0.09
F -2.25985 4.18838 -4.48932 0.06 -0.06 0.04
C -7.26763 -1.27432 1.02456 -0.52 2.02 0.30
O -6.87646 -2.38701 1.14395 0.07 -0.80 -0.11
N -8.45872 -0.83131 0.42255 1.17 -0.65 -0.58
C -8.29628 0.60539 0.06136 -0.96 -0.87 -0.33
S -7.39091 0.53884 -1.57579 0.44 0.47 -0.04
C -9.70607 1.08915 -0.29128 -0.65 0.95 0.28
C -10.42740 2.04771 0.42037 0.43 -0.69 -0.49
C -11.69939 2.37656 -0.03802 -0.29 0.74 0.69
N -12.31374 1.90319 -1.10925 0.30 -0.30 -0.15
C -11.62660 0.97939 -1.79074 -0.01 0.24 0.49
C -10.37193 0.56276 -1.39849 0.62 -0.75 -0.36
H -6.72074 3.23792 -1.32254 -0.20 -0.15 -0.15
H -8.51379 3.54453 -1.34528 0.05 -0.27 -0.02
H -7.37490 4.80685 -0.94633 -0.12 0.02 0.00
H -5.78848 3.75246 2.46315 -0.07 0.05 0.05
H -7.30984 3.27834 3.24560 -0.11 0.01 -0.16
H -5.95040 2.14925 3.14541 -0.04 -0.08 -0.09
H -7.91273 1.09627 3.84029 0.37 -0.03 -0.39
H -5.13604 0.05055 -0.18304 -0.43 -0.06 0.01
H -4.69932 -0.98201 1.13726 -0.30 -0.12 0.03
H -4.23438 1.04664 2.51550 0.11 0.09 0.00
H -4.42760 2.04167 1.10531 0.08 -0.04 -0.20
H -2.08805 1.61920 1.37410 0.20 -0.06 -0.24
H -2.35173 -0.02845 1.84237 0.04 -0.07 -0.10
H -3.18452 -0.31867 -0.76971 -0.08 0.05 0.09
H -1.56490 -0.55605 -0.17816 0.06 0.04 -0.18
H -8.51982 -1.40433 -0.41714 -0.85 -0.02 0.09
H -6.31203 1.29454 -1.33342 -0.14 -0.07 0.15
H -10.01852 2.49317 1.31127 -0.22 0.22 -0.01
H -12.25367 3.10646 0.54647 -0.05 0.00 -0.12
H -12.09962 0.55537 -2.66741 0.00 0.00 0.00
H -9.89440 -0.21249 -1.98947 -0.04 0.07 -0.08
O 4.61277 0.11296 -0.67710 -0.06 2.83 1.57
P 4.71156 1.01686 -1.84888 0.64 -3.94 -4.76
O 3.37113 0.75540 -2.72966 0.34 0.47 0.49
C 2.09532 1.04735 -2.15273 -0.36 0.07 0.09
C 1.84397 2.53902 -2.04221 0.53 0.10 -0.07
O 5.81693 0.21941 -2.76017 -0.22 0.52 0.09
C 6.82604 -0.58157 -2.14249 0.01 -0.34 0.01
C 6.52059 -2.05037 -2.34049 -0.09 -0.12 -0.17
O 5.10568 2.45985 -2.43395 -0.55 0.25 2.63
C 5.68929 2.70165 -3.72165 0.45 0.64 -0.57
C 4.73023 2.50628 -4.87282 -0.18 -0.38 0.05
H 2.01171 0.56673 -1.17402 0.08 -0.03 -0.02
H 1.35072 0.59369 -2.80637 0.12 -0.07 -0.07
H 2.54894 3.00556 -1.34795 -0.03 -0.02 0.01
H 0.84343 2.73144 -1.68998 0.00 0.06 0.07
H 1.97554 3.02686 -3.00872 -0.02 -0.04 -0.03
H 6.91957 -0.34428 -1.08256 -0.12 0.01 0.01
H 7.77729 -0.32973 -2.61776 -0.06 0.08 -0.07
H 5.51404 -2.29553 -2.00203 0.03 0.09 0.17
H 7.23374 -2.67223 -1.79816 0.03 0.00 -0.04
H 6.56928 -2.31001 -3.39929 0.06 0.02 0.00
H 6.60087 2.12565 -3.85838 -0.13 -0.26 0.18
H 5.99889 3.74817 -3.69581 -0.15 0.01 0.24
H 4.51596 1.45144 -5.03944 -0.01 -0.01 0.04
H 5.17053 2.90785 -5.78673 0.06 0.06 0.07
H 3.78491 3.01460 -4.68506 0.04 0.07 -0.01
O 7.21299 -5.23968 1.55102 1.97 -2.01 -1.64
P 8.49775 -4.84435 2.17528 -1.67 4.68 3.79
O 8.37114 -5.24232 3.74846 0.32 -0.21 -0.66
C 8.20136 -6.61588 4.10429 -0.04 -0.31 0.12
C 9.47492 -7.41798 3.90807 0.05 0.09 -0.14
O 8.31044 -3.22036 2.27206 0.44 -0.39 -0.03
C 7.51794 -2.51538 1.31102 -0.36 0.14 0.10
C 6.21146 -2.07435 1.93444 -0.07 0.06 0.12
O 10.10109 -4.76460 2.07980 -0.86 -1.99 -1.60
C 10.90954 -3.70099 2.59976 0.87 0.41 0.00
C 11.00707 -3.68825 4.10765 -0.40 -0.01 0.15
H 7.37753 -7.04931 3.53149 0.00 0.08 -0.03
H 7.91385 -6.62879 5.15532 -0.01 0.15 -0.01
H 9.75259 -7.46292 2.85192 -0.02 -0.06 0.02
H 9.34435 -8.43764 4.27186 -0.03 0.01 -0.01
H 10.30732 -6.95799 4.44043 -0.02 -0.02 0.06
H 7.33983 -3.12660 0.42792 -0.02 -0.12 0.08
H 8.08977 -1.63906 0.99316 0.13 -0.06 0.08
H 5.69166 -2.91806 2.38798 0.03 -0.10 -0.14
H 5.55937 -1.61403 1.18947 0.04 0.04 0.00
H 6.39928 -1.34939 2.72859 0.01 0.03 -0.04
H 10.59272 -2.73632 2.21168 -0.33 -0.10 0.00
H 11.90391 -3.87753 2.18495 -0.11 -0.25 -0.08
H 10.07510 -3.35896 4.56509 -0.02 -0.03 -0.02
H 11.79460 -2.99925 4.41670 0.04 -0.01 -0.10
H 11.23722 -4.68098 4.49331 0.08 0.01 -0.03
```
Positions in Å, forces in eV/Å.

Q: Which of these has the highest energy?
A: C31H29Cl3FN4O5SiV